{"formula": "C5H6O", "method": "ωB97M-V/def2-TZVPD", "species": ["C", "C", "C", "C", "C", "O", "H", "H", "H", "H", "H", "H"], "xyz": [[2.300, 0.261, 1.324], [1.522, -0.263, 0.563], [0.570, -0.895, -0.395], [-0.855, -0.403, -0.480], [-1.396, 0.950, -0.164], [-1.592, -1.320, -0.802], [2.999, 0.678, 2.034], [1.023, -0.947, -1.389], [0.018, -1.906, -0.409], [-2.483, 0.864, -0.100], [-1.124, 1.652, -0.956], [-0.983, 1.329, 0.774]], "atomic_forces_ev_per_a": [[-0.283, -0.275, -0.182], [-0.378, -0.712, 0.063], [-0.127, -0.290, -0.133], [-0.710, -0.097, -0.330], [0.003, 0.139, 0.044], [-1.114, 0.800, -0.217], [-0.425, -0.170, -0.474], [-0.061, 0.552, -0.102], [2.848, -0.055, 1.384], [0.188, 0.130, -0.017], [0.027, 0.002, 0.048], [0.032, -0.026, -0.083]], "lowdin_charge": [0.0983, -0.1199, -0.1358, -0.4554, -0.0038, 0.0449, 0.0316, 0.1239, 0.1476, 0.0883, 0.0949, 0.0855], "gap_ha": 0.39756, "largest_force_ev_per_a": 3.2, "total_charge": 0, "relative_energy_ev": 2.647, "smiles": "C#CCC(C)=O", "multiplicity": 1, "e_tot_ev": -7326.637, "homo_energy_ev": -9.9}

{"formula": "C5H6O", "method": "ωB97M-V/def2-TZVPD", "species": ["C", "C", "C", "C", "C", "O", "H", "H", "H", "H", "H", "H"], "xyz": [[-1.965, 0.427, -0.198], [-1.006, -0.680, -0.409], [0.351, -0.599, -0.219], [1.396, 0.254, -0.385], [2.587, 0.480, 0.363], [2.799, 1.469, 1.052], [-2.117, 0.538, 0.887], [-1.550, 1.372, -0.561], [-2.940, 0.213, -0.641], [-1.404, -1.694, -0.477], [0.458, -1.502, 0.405], [3.389, -0.279, 0.182]], "atomic_forces_ev_per_a": [[-0.027, 0.132, -0.157], [-0.507, 0.105, -0.046], [0.491, 0.089, 0.339], [-0.710, -0.255, 0.204], [0.047, 0.290, 0.087], [-0.095, -0.446, -0.189], [0.000, 0.036, -0.248], [-0.075, -0.015, 0.008], [0.106, 0.102, -0.026], [-0.031, 0.233, 0.246], [0.990, -0.364, -0.235], [-0.188, 0.093, 0.018]], "lowdin_charge": [-0.0803, -0.1132, -0.1841, 0.1092, -0.3578, -0.0090, 0.0991, 0.0905, 0.0770, 0.1079, 0.1393, 0.1214], "gap_ha": [0.25781, 0.27412], "largest_force_ev_per_a": 1.1, "total_charge": 0, "relative_energy_ev": 4.494, "multiplicity": 1, "e_tot_ev": -7324.790, "homo_energy_ev": [-8.3, -8.7]}

{"formula": "C5H6O", "method": "ωB97M-V/def2-TZVPD", "species": ["C", "C", "C", "C", "C", "H", "H", "H", "H", "H", "H", "O"], "xyz": [[-0.236, -2.455, -1.788], [0.034, -1.450, -0.767], [0.222, -0.606, 0.078], [0.467, 0.369, 1.147], [-0.451, 1.583, 0.821], [0.281, -2.956, -2.233], [0.230, -2.081, -2.855], [-1.481, -3.115, -1.074], [0.370, -0.054, 2.229], [1.470, 0.572, 1.177], [-1.595, 1.496, 0.742], [0.065, 2.686, 0.633]], "atomic_forces_ev_per_a": [[-12.059, 10.693, 8.748], [1.012, -0.503, -0.360], [-0.180, -1.062, 0.046], [-3.137, -1.235, 1.043], [1.285, 2.271, 0.348], [11.626, -13.527, -4.797], [-3.555, 2.196, 0.280], [3.141, 1.765, -3.385], [-0.776, 0.475, -1.836], [2.457, 1.449, -0.456], [1.432, -0.455, 0.114], [-1.247, -2.070, 0.255]], "lowdin_charge": [-0.0655, -0.1251, -0.0632, -0.1598, -0.2200, -0.1666, 0.1653, 0.2488, 0.1528, 0.0734, 0.1419, 0.0181], "gap_ha": 0.33607, "largest_force_ev_per_a": 18.5, "total_charge": 0, "relative_energy_ev": 8.467, "multiplicity": 1, "e_tot_ev": -7320.817, "homo_energy_ev": -9.1}

{"formula": "C5H6O", "method": "ωB97M-V/def2-TZVPD", "species": ["C", "C", "C", "C", "C", "O", "H", "H", "H", "H", "H", "H"], "xyz": [[1.418, -1.010, 2.050], [0.561, -0.604, 0.932], [-0.140, -0.250, 0.015], [-0.906, 0.056, -1.183], [-1.182, 1.413, -1.681], [-0.170, 0.618, -2.265], [2.393, -1.363, 1.695], [1.596, -0.171, 2.731], [0.961, -1.821, 2.625], [-1.618, -0.715, -1.480], [-0.856, 2.289, -1.123], [-2.057, 1.559, -2.317]], "atomic_forces_ev_per_a": [[0.022, -0.002, 0.045], [-0.333, 0.209, -0.362], [0.319, -0.142, 0.331], [-0.078, -0.173, 0.140], [-0.191, 0.204, 0.092], [0.146, -0.048, -0.212], [-0.196, 0.080, -0.022], [-0.051, -0.098, -0.105], [0.015, 0.134, -0.120], [0.185, 0.050, 0.052], [0.069, -0.206, -0.033], [0.093, -0.008, 0.195]], "lowdin_charge": [-0.1048, -0.0661, 0.0321, -0.3074, -0.1201, -0.0350, 0.0793, 0.0769, 0.0774, 0.1405, 0.1163, 0.1108], "gap_ha": 0.38727, "largest_force_ev_per_a": 0.5, "total_charge": 0, "relative_energy_ev": 2.653, "smiles": "CC#C[C@H]1CO1", "multiplicity": 1, "e_tot_ev": -7326.631, "homo_energy_ev": -9.5}

{"formula": "C5H6O", "method": "ωB97M-V/def2-TZVPD", "species": ["C", "C", "C", "C", "C", "O", "H", "H", "H", "H", "H", "H"], "xyz": [[2.170, 0.293, 1.096], [1.419, -0.238, 0.320], [0.489, -0.888, -0.605], [-0.988, -0.529, -0.395], [-1.303, 0.872, 0.068], [-1.842, -1.349, -0.642], [2.842, 0.758, 1.784], [0.739, -0.603, -1.637], [0.576, -1.977, -0.546], [-2.384, 1.019, 0.082], [-0.831, 1.608, -0.594], [-0.887, 1.034, 1.068]], "atomic_forces_ev_per_a": [[-0.303, -0.223, -0.317], [0.335, 0.243, 0.345], [0.030, -0.084, -0.014], [-0.205, -0.114, -0.083], [-0.089, 0.003, 0.017], [0.332, 0.314, 0.108], [-0.121, -0.081, -0.130], [-0.040, -0.021, 0.144], [-0.014, 0.156, -0.010], [0.146, -0.034, -0.007], [-0.026, -0.126, 0.086], [-0.044, -0.033, -0.140]], "lowdin_charge": [0.1152, -0.1520, -0.1358, -0.4425, -0.0179, 0.0817, 0.0281, 0.1340, 0.1260, 0.0845, 0.0940, 0.0847], "gap_ha": 0.38740, "largest_force_ev_per_a": 0.5, "total_charge": 0, "relative_energy_ev": 1.530, "smiles": "C#CCC(C)=O", "multiplicity": 1, "e_tot_ev": -7327.755, "homo_energy_ev": -9.7}

{"formula": "C5H6O", "method": "ωB97M-V/def2-TZVPD", "species": ["C", "C", "C", "C", "C", "O", "H", "H", "H", "H", "H", "H"], "xyz": [[-1.175, -0.285, -2.526], [-0.973, -0.487, -1.352], [-0.231, -0.723, -0.133], [0.304, 0.597, 0.481], [1.040, 0.417, 1.786], [1.113, -0.631, 2.381], [-1.783, 0.089, -3.303], [0.428, -1.422, -0.671], [-0.659, -1.353, 0.648], [0.941, 1.156, -0.215], [-0.521, 1.306, 0.702], [1.515, 1.335, 2.202]], "atomic_forces_ev_per_a": [[-0.972, 0.289, 0.791], [-0.283, 0.400, -0.408], [0.204, -0.254, -0.083], [0.116, -0.246, -0.125], [0.019, -0.383, 0.080], [0.010, 0.400, -0.218], [0.102, -0.055, -0.734], [1.313, 0.382, 1.154], [-0.532, 0.264, -0.215], [0.005, -0.183, 0.033], [0.135, -0.461, -0.171], [-0.117, -0.151, -0.103]], "lowdin_charge": [0.0994, -0.1702, -0.2084, -0.1454, -0.2671, 0.0499, 0.0159, 0.1324, 0.1178, 0.1216, 0.1318, 0.1222], "gap_ha": 0.39400, "largest_force_ev_per_a": 1.8, "total_charge": 0, "relative_energy_ev": 2.454, "smiles": "C#CCCC=O", "multiplicity": 1, "e_tot_ev": -7326.831, "homo_energy_ev": -9.9}

{"formula": "C5H6O", "method": "ωB97M-V/def2-TZVPD", "species": ["O", "C", "C", "C", "C", "C", "H", "H", "H", "H", "H", "H"], "xyz": [[-1.919, -1.395, -0.279], [-0.951, -0.694, -0.115], [0.503, -1.168, -0.069], [1.281, 0.118, -0.035], [0.493, 1.181, 0.128], [-0.968, 0.824, 0.084], [0.728, -1.860, -0.888], [0.653, -1.721, 0.868], [2.365, 0.153, -0.090], [0.847, 2.196, 0.279], [-1.540, 1.077, 0.985], [-1.483, 1.298, -0.761]], "atomic_forces_ev_per_a": [[0.389, 0.281, 0.056], [-0.226, -0.182, -0.001], [-0.026, -0.046, -0.004], [-0.040, 0.160, 0.082], [0.101, -0.094, -0.003], [-0.059, 0.000, -0.030], [-0.042, 0.165, 0.066], [-0.045, -0.068, -0.120], [-0.141, 0.002, 0.098], [-0.039, -0.122, -0.163], [0.134, -0.039, -0.098], [-0.006, -0.059, 0.118]], "lowdin_charge": [0.0869, -0.3813, -0.1060, -0.0993, -0.0994, -0.1060, 0.1226, 0.1280, 0.1022, 0.1020, 0.1252, 0.1250], "gap_ha": 0.38712, "largest_force_ev_per_a": 0.5, "total_charge": 0, "relative_energy_ev": 0.207, "smiles": "O=C1CC=CC1", "multiplicity": 1, "e_tot_ev": -7329.077, "homo_energy_ev": -9.5}

{"formula": "C5H6O", "method": "ωB97M-V/def2-TZVPD", "species": ["O", "C", "C", "C", "C", "C", "H", "H", "H", "H", "H", "H"], "xyz": [[-2.003, -1.415, -0.310], [-1.007, -0.728, -0.192], [0.439, -1.155, -0.261], [1.253, 0.088, -0.101], [0.489, 1.128, 0.227], [-0.973, 0.778, 0.102], [0.723, -2.047, -0.829], [0.884, -1.126, 0.848], [2.333, 0.042, -0.155], [0.866, 2.107, 0.490], [-1.603, 1.048, 0.956], [-1.402, 1.280, -0.775]], "atomic_forces_ev_per_a": [[1.024, 0.554, -0.101], [-0.240, -0.075, 0.503], [0.937, -0.373, 2.412], [0.197, 1.405, -1.667], [0.157, 0.192, -0.352], [-0.169, 0.142, -0.085], [0.055, 0.496, 0.220], [-1.810, -2.328, -1.073], [-0.041, 0.180, 0.095], [-0.113, -0.073, 0.017], [0.083, -0.150, -0.077], [-0.080, 0.031, 0.109]], "lowdin_charge": [0.0714, -0.3820, -0.0786, -0.1634, -0.1177, -0.1031, 0.1252, 0.1811, 0.1139, 0.0996, 0.1241, 0.1297], "gap_ha": 0.36117, "largest_force_ev_per_a": 3.1, "total_charge": 0, "relative_energy_ev": 1.549, "smiles": "O=C1CC=CC1", "multiplicity": 1, "e_tot_ev": -7327.735, "homo_energy_ev": -8.9}

{"formula": "C5H6O", "method": "ωB97M-V/def2-TZVPD", "species": ["C", "C", "C", "C", "C", "O", "H", "H", "H", "H", "H", "H"], "xyz": [[1.982, -1.271, -0.649], [1.036, -0.745, -0.121], [-0.141, -0.086, 0.464], [-0.122, 1.428, 0.248], [-1.379, -0.732, -0.158], [-2.108, -0.170, -0.934], [2.827, -1.728, -1.116], [-0.165, -0.319, 1.538], [0.765, 1.866, 0.712], [-0.115, 1.658, -0.819], [-1.016, 1.881, 0.688], [-1.564, -1.781, 0.149]], "atomic_forces_ev_per_a": [[-0.359, 0.195, 0.206], [0.386, -0.241, -0.200], [0.035, 0.070, -0.013], [0.013, 0.102, -0.010], [-0.265, 0.129, -0.271], [0.301, -0.226, 0.403], [-0.159, 0.074, 0.097], [-0.003, 0.007, -0.150], [-0.120, -0.077, -0.068], [-0.001, -0.032, 0.148], [0.125, -0.067, -0.066], [0.047, 0.068, -0.077]], "lowdin_charge": [0.1314, -0.1180, -0.3537, -0.0634, -0.2299, 0.0712, 0.0296, 0.1460, 0.0840, 0.0881, 0.0849, 0.1298], "gap_ha": 0.39690, "largest_force_ev_per_a": 0.6, "total_charge": 0, "relative_energy_ev": 1.841, "smiles": "C#C[C@@H](C)C=O", "multiplicity": 1, "e_tot_ev": -7327.443, "homo_energy_ev": -9.9}

{"formula": "C5H6O", "method": "ωB97M-V/def2-TZVPD", "species": ["O", "C", "C", "C", "C", "C", "H", "H", "H", "H", "H", "H"], "xyz": [[-1.716, 0.205, 1.579], [-0.910, 1.275, 1.468], [0.327, 1.092, 0.952], [0.571, 0.197, 0.008], [-0.047, -0.660, -1.061], [1.461, -0.578, -0.840], [-1.335, -0.401, 0.914], [-1.357, 2.208, 1.809], [-0.474, -1.642, -0.830], [-0.474, -0.220, -1.955], [1.992, -0.022, -1.608], [1.962, -1.453, -0.436]], "atomic_forces_ev_per_a": [[-0.099, 0.227, 0.320], [0.099, -0.046, -0.088], [-0.524, -0.297, -0.463], [0.267, 0.153, -0.133], [-0.115, -0.084, -0.353], [0.190, -0.019, 0.059], [-0.234, -0.267, 0.382], [0.149, -0.211, -0.067], [-0.091, 0.486, 0.272], [0.130, 0.051, -0.008], [0.173, -0.073, 0.218], [0.055, 0.078, -0.137]], "lowdin_charge": [0.0320, -0.1892, 0.0291, -0.2734, -0.1098, -0.1082, 0.0863, 0.1154, 0.1050, 0.0990, 0.1087, 0.1051], "gap_ha": 0.30838, "largest_force_ev_per_a": 0.8, "total_charge": 0, "relative_energy_ev": 4.038, "smiles": "OC=C=C1CC1", "multiplicity": 1, "e_tot_ev": -7325.246, "homo_energy_ev": -8.3}

{"formula": "C5H6O", "method": "ωB97M-V/def2-TZVPD", "species": ["C", "C", "C", "C", "C", "O", "H", "H", "H", "H", "H", "H"], "xyz": [[0.981, 0.058, -1.387], [0.775, 0.624, 0.020], [-0.596, 0.729, 0.474], [-1.714, 0.659, 0.986], [-1.725, -0.789, 1.328], [-1.536, -1.656, 0.506], [0.698, -0.998, -1.436], [0.386, 0.604, -2.123], [2.038, 0.153, -1.652], [1.180, 1.633, 0.121], [1.301, -0.001, 0.757], [-1.787, -1.015, 2.406]], "atomic_forces_ev_per_a": [[-0.006, 0.029, -0.093], [0.110, 0.206, -0.009], [0.026, 0.565, 0.244], [0.515, -0.226, -0.422], [-0.001, -0.709, -0.152], [-0.609, -0.243, 0.507], [0.005, 0.222, 0.078], [0.084, -0.041, 0.083], [-0.167, -0.058, -0.018], [0.296, 0.024, -0.098], [-0.106, 0.200, -0.064], [-0.148, 0.031, -0.056]], "lowdin_charge": [-0.0861, -0.2264, -0.0313, 0.0422, -0.3324, 0.0243, 0.0785, 0.0805, 0.0739, 0.1220, 0.1357, 0.1192], "gap_ha": 0.38736, "largest_force_ev_per_a": 0.8, "total_charge": 0, "relative_energy_ev": 3.202, "smiles": "CCC#CC=O", "multiplicity": 1, "e_tot_ev": -7326.083, "homo_energy_ev": -9.9}

{"formula": "C5H6O", "method": "ωB97M-V/def2-TZVPD", "species": ["O", "C", "C", "C", "C", "C", "H", "H", "H", "H", "H", "H"], "xyz": [[0.474, 0.232, 2.594], [-0.345, -0.461, 2.042], [-0.438, -0.618, 0.543], [0.572, 0.261, -0.190], [0.464, 0.524, -1.544], [-0.021, 0.893, -2.654], [-1.082, -1.046, 2.633], [-1.476, -0.454, 0.227], [-0.254, -1.691, 0.329], [0.536, 1.563, -0.824], [1.457, 0.494, 0.390], [0.114, 0.304, -3.545]], "atomic_forces_ev_per_a": [[-0.378, -0.307, -0.163], [0.233, 0.245, 0.163], [0.023, 0.354, -0.055], [-0.012, 0.533, -0.005], [-0.081, -0.222, -0.535], [0.234, -0.490, -0.168], [0.090, 0.057, -0.078], [0.164, 0.115, 0.011], [0.087, 0.406, -0.065], [-0.462, -0.660, 1.642], [0.193, -0.113, -0.321], [-0.090, 0.083, -0.427]], "lowdin_charge": [0.0508, -0.2621, -0.1313, -0.1326, -0.2989, 0.0562, 0.1228, 0.1271, 0.1350, 0.2092, 0.1119, 0.0119], "gap_ha": 0.33078, "largest_force_ev_per_a": 1.8, "total_charge": 0, "relative_energy_ev": 5.261, "multiplicity": 1, "e_tot_ev": -7324.024, "homo_energy_ev": -8.4}